Entry 1:
{"formula": "C3H5NO2", "method": "ωB97M-V/def2-TZVPD", "orbital_gap_ev": [9.661, 9.661], "charge": 0, "symbols": ["O", "N", "C", "C", "O", "C", "H", "H", "H", "H", "H"], "coordinates": [[2.2711, -0.9626, -0.5553], [1.5993, 0.0215, 0.0081], [0.3068, 0.0942, 0.0585], [-0.8034, 0.9852, 0.5596], [-1.7725, 0.0667, 0.0308], [-0.7637, -0.8367, -0.4705], [2.5503, 0.3628, 0.1995], [-0.8725, 1.9738, 0.0894], [-0.8837, 1.0855, 1.6491], [-0.8255, -1.8261, 0.0014], [-0.8146, -0.9501, -1.5612]], "atomic_forces_ev_per_a": [[-0.8, -1.8, -1.0], [0.1, -1.0, -0.6], [1.0, 0.1, 0.0], [0.3, 0.4, 0.2], [0.1, 0.1, 0.0], [0.4, -0.2, -0.1], [-1.4, 2.4, 1.4], [0.0, -0.1, 0.1], [0.0, 0.0, -0.1], [0.1, 0.2, -0.1], [0.1, 0.0, 0.2]]}


Entry 2:
{"formula": "C3H7N4", "method": "ωB97M-V/def2-TZVPD", "orbital_gap_ev": 9.925, "charge": 1, "symbols": ["C", "C", "C", "N", "N", "N", "N", "H", "H", "H", "H", "H", "H", "H"], "coordinates": [[0.5643, -0.1293, -0.3752], [-0.8837, -0.1135, -0.2672], [1.7585, 0.2873, 0.6353], [1.3704, -0.9650, 0.5167], [-1.5785, -0.7785, 0.6524], [-1.5507, 0.5699, -1.1937], [2.4403, 1.1247, 1.1786], [0.9044, 0.0078, -1.3997], [1.9196, -1.7666, 0.2468], [-2.5805, -0.7117, 0.7151], [-1.0794, 1.0615, -1.9343], [-2.5593, 0.5538, -1.2184], [2.3668, 2.1198, 1.0505], [-1.0922, -1.2600, 1.3930]], "atomic_forces_ev_per_a": [[0.9, 0.2, -0.2], [-0.9, 0.0, 0.0], [-1.6, 0.5, -0.3], [-0.5, -0.8, 0.2], [0.9, 0.3, -0.2], [0.0, -0.2, 0.3], [1.1, 0.2, 0.7], [0.0, -0.2, 0.0], [0.2, -0.1, -0.2], [0.0, 0.0, 0.0], [0.1, 0.0, 0.0], [0.1, 0.1, 0.0], [-0.2, 0.0, -0.3], [0.1, 0.0, 0.0]]}


Entry 3:
{"formula": "C33H30N6O3Ti", "method": "ωB97M-V/def2-TZVPD", "orbital_gap_ev": 7.403, "charge": 2, "symbols": ["Ti", "C", "N", "C", "C", "C", "C", "C", "C", "N", "C", "C", "C", "C", "C", "C", "N", "C", "C", "C", "C", "C", "N", "H", "H", "H", "H", "H", "H", "H", "H", "H", "H", "H", "H", "H", "H", "H", "H", "H", "H", "C", "O", "C", "C", "C", "C", "C", "C", "N", "N", "C", "O", "C", "C", "C", "C", "C", "C", "C", "O", "H", "H", "H", "H", "H", "H", "H", "H", "H", "H", "H", "H"], "coordinates": [[0.1348, 0.0728, -0.0956], [2.1063, 1.2423, 2.1344], [0.8808, 1.6365, 1.3966], [1.1165, 2.9408, 0.7417], [0.1107, 3.1664, -0.3429], [-0.1812, 4.4222, -0.8471], [-1.1016, 4.5260, -1.8743], [-1.7098, 3.3744, -2.3592], [-1.3728, 2.1628, -1.7988], [-0.4739, 2.0620, -0.8076], [-0.2698, 1.6804, 2.3320], [-0.5207, 0.2666, 2.8079], [-1.1771, -0.0014, 3.9876], [-1.2909, -1.3253, 4.3970], [-0.7255, -2.3239, 3.6212], [-0.1134, -1.9731, 2.4308], [-0.0207, -0.7048, 2.0209], [2.9671, 0.3311, 1.3160], [4.3214, 0.2030, 1.5713], [5.0539, -0.7361, 0.8668], [4.4060, -1.5142, -0.0801], [3.0600, -1.3036, -0.2987], [2.3421, -0.3966, 0.3807], [2.6558, 2.1320, 2.4496], [1.8192, 0.7149, 3.0435], [1.0936, 3.7485, 1.4799], [2.1217, 2.9218, 0.3135], [0.3034, 5.2971, -0.4350], [-1.3501, 5.4936, -2.2894], [-2.4392, 3.4119, -3.1550], [-1.8249, 1.2378, -2.1286], [-0.0454, 2.3129, 3.1964], [-1.1379, 2.0869, 1.8117], [-1.5781, 0.8085, 4.5821], [-1.8045, -1.5687, 5.3175], [-0.7707, -3.3627, 3.9140], [0.3025, -2.7227, 1.7706], [4.7881, 0.8294, 2.3200], [6.1121, -0.8595, 1.0545], [4.9284, -2.2674, -0.6519], [2.5328, -1.8807, -1.0442], [2.9035, 1.2803, -4.9775], [2.1654, 0.8034, -3.8490], [1.8141, -0.4952, -3.8508], [2.1340, -1.4306, -4.8216], [1.7113, -2.7614, -4.7091], [0.9599, -3.1783, -3.6382], [0.6335, -2.2524, -2.6318], [-0.2991, -2.5959, -1.5950], [-0.6381, -1.7961, -0.6354], [-1.8123, -2.1582, 0.0321], [-2.3549, -1.0673, 0.4606], [-1.7600, 0.1027, 0.2331], [-3.5937, -1.0615, 1.2501], [-4.1866, 0.1502, 1.5978], [-5.3357, 0.1589, 2.3725], [-5.8888, -1.0399, 2.8020], [-5.2997, -2.2494, 2.4532], [-4.1543, -2.2650, 1.6760], [1.0664, -0.9291, -2.7429], [0.7623, -0.0506, -1.7805], [3.0575, 2.3397, -4.8026], [2.3367, 1.1388, -5.8986], [3.8678, 0.7749, -5.0484], [2.7137, -1.1348, -5.6840], [1.9743, -3.4596, -5.4914], [0.6080, -4.1988, -3.5673], [-0.8568, -3.5264, -1.6709], [-3.7548, 1.0796, 1.2511], [-5.8044, 1.0975, 2.6355], [-6.7874, -1.0340, 3.4046], [-5.7384, -3.1814, 2.7830], [-3.6927, -3.2018, 1.3941]], "atomic_forces_ev_per_a": [[0.3, 0.4, 0.1], [-0.1, 0.1, 0.0], [0.0, 0.0, 0.0], [0.0, 0.0, 0.1], [0.0, 0.0, 0.0], [0.0, 0.0, 0.0], [0.0, 0.0, 0.0], [0.0, 0.0, 0.0], [0.0, -0.1, 0.0], [0.0, -0.1, -0.1], [0.1, -0.2, 0.1], [0.0, 0.1, 0.0], [0.1, -0.1, 0.1], [0.0, 0.0, 0.0], [0.0, 0.0, 0.0], [0.0, 0.0, 0.0], [-0.2, 0.1, 0.0], [0.0, 0.0, -0.1], [0.0, 0.0, 0.0], [0.0, 0.0, 0.0], [0.0, 0.0, 0.0], [0.0, 0.0, 0.0], [-0.2, 0.0, 0.0], [0.0, 0.0, 0.0], [0.0, 0.0, 0.0], [0.0, 0.0, 0.0], [0.0, 0.0, -0.1], [0.0, 0.0, 0.0], [0.0, 0.0, 0.0], [0.0, 0.0, 0.0], [0.0, 0.0, 0.0], [0.0, 0.1, -0.1], [0.0, 0.0, 0.0], [0.0, 0.0, 0.0], [0.0, 0.0, 0.0], [0.0, 0.0, 0.0], [0.0, 0.0, 0.0], [0.0, 0.0, 0.0], [0.0, 0.0, 0.0], [0.0, 0.0, 0.0], [0.0, 0.0, 0.0], [0.0, 0.0, 0.1], [0.0, 0.0, 0.0], [0.1, -0.2, 0.0], [0.0, 0.0, 0.0], [0.0, 0.0, 0.0], [0.0, 0.0, 0.0], [-0.1, -0.1, 0.0], [0.0, 0.1, -0.1], [-0.1, -0.4, 0.0], [0.2, 0.1, 0.0], [0.0, 0.2, 0.1], [0.0, -0.1, 0.0], [0.1, 0.0, -0.1], [0.0, 0.0, 0.0], [0.0, 0.0, 0.0], [0.0, 0.0, 0.0], [0.0, 0.0, 0.0], [0.0, 0.0, 0.0], [0.0, 0.2, 0.3], [0.0, 0.0, -0.3], [0.0, 0.0, 0.0], [0.0, 0.0, 0.0], [0.0, 0.0, 0.0], [0.0, 0.0, 0.0], [0.0, 0.0, 0.0], [0.0, 0.0, 0.0], [0.0, 0.0, 0.0], [0.0, 0.0, 0.0], [0.0, 0.0, 0.0], [0.0, 0.0, 0.0], [0.0, 0.0, 0.0], [0.0, 0.0, 0.0]]}


How do the records compare in energy relative to the best compared isomer or geometry (same formula, charge and spin)? In the order shown, they have 537.8 139.4 26.5 kJ/mol.